Record 1
The following is a quantum chemistry calculation of a single C5H8O2 molecule in a non-equilibrium geometry, from OMol25.

```
! RIJCOSX wB97M-V def2-TZVPD def2/J DEFGRID3
* xyz 0 1
C -0.17684 -1.01113 -1.27801
C -0.00601 -0.32335 0.04147
O -1.24585 -0.12586 0.66097
C -1.85484 1.25288 0.48151
O -2.06152 1.87377 -0.50869
C 1.05041 0.73331 0.23216
C 1.19449 -0.61519 0.89821
H -0.82995 -0.41034 -1.91957
H -0.64619 -1.98974 -1.12573
H 0.78617 -1.14883 -1.77223
H -1.72763 1.17151 1.55000
H 1.67668 0.97623 -0.62118
H 0.83777 1.57917 0.88438
H 1.93693 -1.30571 0.50059
H 1.06638 -0.65672 1.97610
*
```

lowest unoccupied orbital energy	1.0	eV
HOMO	-9.8	eV
calculated total energy	-9407.1504	eV
largest force on an atom	3.52	eV Å⁻¹
frontier orbital gap	10.82	eV



Record 2
The following is a quantum chemistry calculation of a single C21H26FN3O2S molecule, from OMol25.

```
! RIJCOSX wB97M-V def2-TZVPD def2/J DEFGRID3
* xyz 0 1
C 0.39737 2.38591 -5.40999
C 0.63019 0.99118 -4.81646
C 0.00814 -0.08487 -5.70011
C 0.07469 0.96496 -3.43555
N 0.72650 1.31202 -2.38494
C -0.03341 1.27943 -1.25884
C 0.57697 1.70346 0.04216
N -0.11901 1.16886 1.18766
C -0.99592 1.91436 1.89088
O -1.21515 3.08225 1.64542
C -1.68518 1.22355 3.07047
C -0.93882 1.56536 4.36180
C 0.44562 0.93880 4.32359
C 0.46276 -0.52670 3.94579
O 1.41284 -1.23225 4.23452
N -0.57191 -1.00371 3.20162
C -0.62112 -2.43193 2.93586
C -0.74433 -2.79878 1.45526
C 0.32581 -2.26766 0.53566
C 1.54968 -1.78410 0.98210
C 2.50207 -1.33346 0.08015
C 2.26902 -1.37810 -1.28177
C 1.05683 -1.88279 -1.71295
F 0.81475 -1.97211 -3.03848
C 0.08271 -2.30895 -0.83415
C -1.81420 -0.29107 2.96867
C -1.31782 0.88031 -1.45752
S -1.59452 0.53668 -3.11925
H -0.66913 2.58657 -5.49140
H 0.83928 2.44635 -6.40138
H 0.84827 3.14652 -4.77749
H 1.70851 0.82293 -4.73093
H -1.06218 0.08331 -5.80355
H 0.16519 -1.06973 -5.26945
H 0.45872 -0.06067 -6.68921
H 0.52809 2.79572 0.11777
H 1.62442 1.39136 0.06014
H 0.02260 0.19145 1.39456
H -2.69044 1.65497 3.11658
H -0.85797 2.64776 4.46818
H -1.50198 1.17966 5.21488
H 1.07243 1.45885 3.59305
H 0.94499 1.02623 5.29012
H 0.29139 -2.85978 3.35550
H -1.47909 -2.86210 3.46828
H -0.72563 -3.89170 1.39967
H -1.71965 -2.48723 1.07110
H 1.78389 -1.76488 2.03398
H 3.44336 -0.95514 0.44882
H 2.99766 -1.03703 -1.99848
H -0.85173 -2.68627 -1.22173
H -2.56002 -0.62996 3.70423
H -2.18759 -0.56391 1.97621
H -2.10793 0.78610 -0.74102
*
```

lowest unoccupied orbital energy	0.5	eV
HOMO	-8.7	eV
calculated total energy	-44319.1571	eV
largest force on an atom	0.82	eV Å⁻¹
frontier orbital gap	9.12	eV



Record 3
The following is a quantum chemistry calculation of 2 unconnected molecules or ions with the total composition C4H7NO in a non-equilibrium geometry, from OMol25.

```
! RIJCOSX wB97M-V def2-TZVPD def2/J DEFGRID3
* xyz 0 3
C 1.57362 0.50329 0.26527
C -2.14928 0.83964 -0.10214
C 0.85589 -0.55892 0.50352
C 0.28952 -1.39411 -0.52425
N 2.38061 1.42933 0.26400
O -2.90349 -0.04303 0.13888
H -1.15324 0.77277 0.49717
H -2.30209 1.62766 -0.83637
H 0.85188 -0.69948 1.54455
H 0.22496 -0.84771 -1.45686
H -0.61847 -1.66815 -0.13385
H 1.01144 -2.27283 -0.61027
H 1.93865 2.31152 0.45035
*
```

lowest unoccupied orbital energy (alpha / beta)	0.8 / -2.3	eV
HOMO (alpha / beta)	-6.4 / -8.9	eV
calculated total energy	-7792.6419	eV
largest force on an atom	7.70	eV Å⁻¹
frontier orbital gap (alpha / beta)	7.22 / 6.65	eV



Record 4
The following is a quantum chemistry calculation of a gas-phase ion, C5H10N2 (charge -1) in a non-equilibrium geometry, from OMol25.

```
! RIJCOSX wB97M-V def2-TZVPD def2/J DEFGRID3
* xyz -1 2
C 1.04976 -1.16660 0.46029
C 0.90847 0.27906 -0.05639
C -0.52607 0.75585 -0.11291
C -1.16762 1.26949 0.98398
C -0.87617 -0.13301 -2.25824
N -1.10340 0.80078 -1.33678
N 1.05288 -1.30000 1.90311
H 1.96092 -1.65284 0.08296
H 0.21608 -1.74858 0.07294
H 1.59054 0.91455 0.51566
H 1.30825 0.31609 -1.07653
H -0.77519 1.24833 2.00075
H -2.10369 1.79049 0.86950
H -0.19201 -0.99091 -2.18407
H -1.43375 -0.08114 -3.18708
H 1.88640 -0.98091 2.36903
H 0.25075 -1.07959 2.46711
*
```

lowest unoccupied orbital energy (alpha / beta)	4.3 / 4.2	eV
HOMO (alpha / beta)	0.0 / -3.0	eV
calculated total energy	-8325.2340	eV
largest force on an atom	1.40	eV Å⁻¹
frontier orbital gap (alpha / beta)	4.27 / 7.19	eV



Record 5
The following is a quantum chemistry calculation of a single C4H9N3O molecule in a non-equilibrium geometry, from OMol25.

```
! RIJCOSX wB97M-V def2-TZVPD def2/J DEFGRID3
* xyz 0 1
N 0.55986 -0.26913 2.35789
C 1.15886 0.11864 1.08050
O 2.10752 0.91285 1.05719
N 0.63713 -0.59824 0.05904
C -0.70328 -0.97212 0.02677
C -1.49330 0.07611 -0.83851
C -0.28380 0.91040 -1.47378
N 0.84787 -0.08123 -1.27975
H 1.30735 0.18200 2.95554
H 0.48847 -1.22266 2.43952
H -0.74825 -2.01611 -0.27214
H -1.10218 -0.92093 1.04388
H -2.15791 0.66854 -0.38236
H -1.92969 -0.44027 -1.66128
H -0.36264 1.07713 -2.56781
H 0.03460 2.03600 -1.09780
H 1.63939 0.53903 -1.44690
*
```

lowest unoccupied orbital energy	1.0	eV
HOMO	-9.2	eV
calculated total energy	-10810.0831	eV
largest force on an atom	5.60	eV Å⁻¹
frontier orbital gap	10.14	eV



Record 6
The following is a quantum chemistry calculation of a single C5H7N molecule, from OMol25.

```
! RIJCOSX wB97M-V def2-TZVPD def2/J DEFGRID3
* xyz 0 1
C -2.41670 0.14422 -0.21404
C -1.28298 0.21119 0.68194
C -0.18306 0.06733 1.20993
C 0.76171 -0.01116 0.05254
C 2.18934 0.31084 -0.02058
N 1.72567 -1.07848 -0.14743
H -2.51865 1.03872 -0.83761
H -3.30725 0.01656 0.39431
H -2.30643 -0.73099 -0.86943
H 0.22755 0.23557 -0.86602
H 2.73687 0.62305 0.85996
H 2.49291 0.75844 -0.96380
H 1.88101 -1.58530 0.72021
*
```

lowest unoccupied orbital energy	0.8	eV
HOMO	-8.9	eV
calculated total energy	-6783.7465	eV
largest force on an atom	0.81	eV Å⁻¹
frontier orbital gap	9.67	eV



Q: Number 6 is which compound?
A: C5H7N



Q: Number 4 is which compound?
A: C5H10N2